<a>
Formula: C3H5NS
Source: the OMol25 dataset
Level of theory: ωB97M-V with the def2-TZVPD basis set

structure (SMILES) = N/C=C/C=S
HOMO level = -8.06 eV
lowest unoccupied orbital energy = 0.0078 hartree
orbital gap = 8.3 eV

Geometry as ORCA input:
```
! wB97M-V def2-TZVPD RIJCOSX def2/J DEFGRID3
* xyz 0 1
N -1.778 -0.615 0.168
C -0.474 -0.509 -0.133
C 0.341 0.539 0.178
C 1.723 0.565 -0.231
S 2.811 1.706 0.080
H -2.274 -1.466 -0.002
H -2.264 0.041 0.690
H -0.049 -1.300 -0.748
H -0.054 1.380 0.752
H 2.018 -0.342 -0.754
*
```



<b>
Formula: C3H5NS
Source: the OMol25 dataset
Level of theory: ωB97M-V with the def2-TZVPD basis set

structure (SMILES) = CSCC#N
HOMO level = -9.27 eV
lowest unoccupied orbital energy = -0.0261 hartree
orbital gap = 8.6 eV

Geometry as ORCA input:
```
! wB97M-V def2-TZVPD RIJCOSX def2/J DEFGRID3
* xyz 0 1
C -1.273 -0.896 0.486
S -0.663 0.915 0.390
C 1.118 0.554 0.454
C 1.388 -0.389 -0.659
N 0.654 -1.165 -1.651
H -2.429 -1.176 1.078
H -1.170 -1.405 -0.518
H -0.727 -1.474 1.322
H 1.384 0.475 1.523
H 1.583 1.490 0.231
*
```



What is the stability order? It is <a>, <b>, from most stable to least stable.



<a>
Formula: C3H5NS
Source: the OMol25 dataset
Level of theory: ωB97M-V with the def2-TZVPD basis set

structure (SMILES) = C/C=N/C=S
HOMO level = -8.72 eV
lowest unoccupied orbital energy = 0.0053 hartree
orbital gap = 8.9 eV

Geometry as ORCA input:
```
! wB97M-V def2-TZVPD RIJCOSX def2/J DEFGRID3
* xyz 0 1
C -0.935 0.319 -0.400
C 0.413 0.174 0.257
N 1.274 -0.515 -0.259
C 2.666 -0.647 0.021
S 3.852 0.425 0.000
H -0.916 -0.111 -1.497
H -1.599 -0.243 0.285
H -1.001 1.310 -0.293
H 0.461 0.740 1.167
H 2.870 -1.574 0.430
*
```



<b>
Formula: C3H5NS
Source: the OMol25 dataset
Level of theory: ωB97M-V with the def2-TZVPD basis set

structure (SMILES) = C1=NSCC1
HOMO level = -8.57 eV
lowest unoccupied orbital energy = 0.0344 hartree
orbital gap = 9.5 eV

Geometry as ORCA input:
```
! wB97M-V def2-TZVPD RIJCOSX def2/J DEFGRID3
* xyz 0 1
C 0.557 -1.183 -0.003
N -0.657 -1.633 0.113
S -1.857 -0.427 -0.188
C -0.659 0.838 0.231
C 0.611 0.281 -0.321
H 1.394 -1.874 0.110
H -0.954 1.920 -0.018
H -0.589 0.833 1.359
H 0.600 0.485 -1.389
H 1.554 0.759 0.106
*
```



What is the stability order? It is <b>, <a>, from most stable to least stable.



<a>
Formula: C3H5NS
Source: the OMol25 dataset
Level of theory: ωB97M-V with the def2-TZVPD basis set

HOMO level = -8.57 eV
lowest unoccupied orbital energy = -0.0276 hartree
orbital gap = 7.8 eV

Geometry as ORCA input:
```
! wB97M-V def2-TZVPD RIJCOSX def2/J DEFGRID3
* xyz 0 1
C 0.049 -0.162 -0.242
C 1.092 0.790 0.619
C 0.864 0.494 2.014
H -1.239 -1.857 0.240
H -0.042 -1.732 1.704
H 1.369 1.899 0.199
H 1.593 0.864 2.726
H 0.126 -0.427 2.138
N -0.010 -1.466 0.224
S -0.860 0.299 -1.432
*
```



<b>
Formula: C3H5NS
Source: the OMol25 dataset
Level of theory: ωB97M-V with the def2-TZVPD basis set

structure (SMILES) = C[C@@H](S)C#N
HOMO level = -9.87 eV
lowest unoccupied orbital energy = 0.0247 hartree
orbital gap = 10.5 eV

Geometry as ORCA input:
```
! wB97M-V def2-TZVPD RIJCOSX def2/J DEFGRID3
* xyz 0 1
C 0.438 -1.793 0.387
C 0.484 -0.236 0.449
S 0.587 0.574 -1.291
C -0.740 0.461 0.905
N -1.793 0.736 1.305
H 1.380 -2.244 0.206
H -0.201 -1.975 -0.449
H 0.065 -2.268 1.275
H 1.314 0.137 1.036
H -0.489 1.423 -0.987
*
```



What is the stability order? It is <b>, <a>, from most stable to least stable.



<a>
Formula: C11H19N
Source: the OMol25 dataset
Level of theory: ωB97M-V with the def2-TZVPD basis set

structure (SMILES) = CC1=N[C@]2(C)[C@H]([C@H](C)C1)C2(C)C
HOMO level = -8.10 eV
lowest unoccupied orbital energy = 0.0331 hartree
orbital gap = 9.0 eV

Geometry as ORCA input:
```
! wB97M-V def2-TZVPD RIJCOSX def2/J DEFGRID3
* xyz 0 1
C 1.537 1.808 -2.408
C 0.567 1.184 -1.374
N 0.387 -0.042 -1.536
C -0.579 -0.691 -0.754
C -1.799 -1.120 -1.544
C -0.712 -0.052 0.743
C 0.132 1.218 1.057
C -0.352 1.870 2.378
C 0.155 2.054 -0.135
C -0.048 -1.408 0.503
C -0.728 -2.697 0.923
C 1.450 -1.622 0.527
H 1.904 2.727 -1.987
H 0.892 2.024 -3.287
H 2.336 1.121 -2.679
H -1.400 -2.142 -2.025
H -1.915 -0.405 -2.369
H -2.761 -1.237 -0.895
H -1.748 -0.023 1.057
H 1.179 0.801 1.275
H -1.425 2.177 2.365
H 0.286 2.764 2.454
H -0.108 1.009 3.201
H 0.838 2.948 0.018
H -0.828 2.379 -0.259
H -0.332 -3.638 0.263
H -1.748 -2.661 0.692
H -0.699 -2.901 2.093
H 1.670 -2.147 1.391
H 2.170 -0.741 0.396
H 1.683 -2.554 -0.082
*
```



<b>
Formula: C11H19N
Source: the OMol25 dataset
Level of theory: ωB97M-V with the def2-TZVPD basis set

HOMO level = -7.01 eV
lowest unoccupied orbital energy = 0.0318 hartree
orbital gap = 7.9 eV

Geometry as ORCA input:
```
! wB97M-V def2-TZVPD RIJCOSX def2/J DEFGRID3
* xyz 0 1
C -0.660 -0.511 -2.053
C -1.642 -0.404 -0.886
C 0.059 0.150 0.963
C -1.029 -0.839 0.479
C -0.037 1.067 1.849
C 1.315 0.933 -2.330
C -0.975 -1.492 -3.153
C -0.464 -2.261 0.384
C 1.103 1.867 2.424
C -1.325 1.683 2.335
C 2.742 0.795 -2.112
N 0.430 0.191 -2.025
H -2.157 0.568 -0.643
H -2.443 -1.124 -0.982
H 1.037 -0.175 0.681
H -1.768 -0.791 1.301
H -1.617 -2.268 -2.610
H -0.013 -2.013 -3.391
H -1.522 -1.079 -4.045
H -1.407 -2.953 0.215
H -0.064 -2.674 1.282
H 0.383 -2.241 -0.274
H 1.029 2.012 3.460
H 1.111 2.760 1.710
H 1.981 1.295 2.285
H -1.278 2.687 2.618
H -1.620 1.153 3.204
H -2.152 1.565 1.595
H 3.120 1.068 -3.089
H 3.140 -0.232 -1.821
H 3.088 1.624 -1.503
*
```



What is the stability order? It is <a>, <b>, from most stable to least stable.



<a>
Formula: C8H16
Source: the OMol25 dataset
Level of theory: ωB97M-V with the def2-TZVPD basis set

structure (SMILES) = C=C(C)C.C=C(C)C
HOMO level = -9.17 eV
lowest unoccupied orbital energy = 0.0346 hartree
orbital gap = 10.1 eV

Geometry as ORCA input:
```
! wB97M-V def2-TZVPD RIJCOSX def2/J DEFGRID3
* xyz 0 1
C 2.516 -0.887 1.276
C 3.098 -0.144 0.345
C 2.511 0.104 -1.019
C 4.394 0.476 0.652
H 3.013 -1.105 2.228
H 1.531 -1.334 1.101
H 3.045 -0.570 -1.711
H 2.731 1.146 -1.305
H 1.427 -0.069 -1.126
H 5.193 0.201 -0.058
H 4.788 0.384 1.678
H 4.114 1.528 0.475
C -2.406 -1.311 -0.459
C -3.097 -0.174 -0.292
C -4.504 -0.147 0.333
C -2.512 1.161 -0.566
H -1.395 -1.289 -0.882
H -2.854 -2.291 -0.260
H -5.075 -1.072 0.521
H -5.062 0.470 -0.392
H -4.418 0.413 1.279
H -3.071 1.775 -1.292
H -1.476 1.046 -0.926
H -2.492 1.690 0.401
*
```



<b>
Formula: C8H16
Source: the OMol25 dataset
Level of theory: ωB97M-V with the def2-TZVPD basis set

structure (SMILES) = C/C=C/C.C/C=C/C
HOMO level = -8.78 eV
lowest unoccupied orbital energy = 0.0430 hartree
orbital gap = 10.0 eV

Geometry as ORCA input:
```
! wB97M-V def2-TZVPD RIJCOSX def2/J DEFGRID3
* xyz 0 1
C 2.053 1.857 -1.767
C 1.854 0.585 -1.021
C 1.159 -0.469 -1.468
C 1.104 -1.801 -0.788
H 1.970 1.790 -2.847
H 1.334 2.600 -1.378
H 2.981 2.339 -1.444
H 2.084 0.621 0.044
H 0.610 -0.357 -2.399
H 1.660 -1.806 0.146
H 0.081 -2.122 -0.585
H 1.515 -2.558 -1.463
C -0.444 -1.449 2.083
C -1.556 -0.688 1.413
C -1.459 0.549 0.931
C -2.668 1.390 0.566
H -0.670 -1.567 3.147
H -0.442 -2.476 1.704
H 0.533 -0.988 1.986
H -2.560 -1.107 1.432
H -0.501 1.022 0.749
H -3.445 1.262 1.315
H -3.100 1.046 -0.382
H -2.425 2.442 0.435
*
```



What is the stability order? It is <a>, <b>, from most stable to least stable.